The following is a DFT calculation (wB97M-V/def2-TZVPD) of a structure of composition C21H38IrN5O6.

Summary:
E_tot = -1651.49057 hartree
net charge = +3
spin multiplicity = 2
energy relative to the best compared isomer or geometry (same formula, charge and spin) = 0.00 kJ/mol
⟨S²⟩ = 0.755
LUMO energy (alpha / beta) = -0.345 / -0.467 Eh

CARTESIAN COORDINATES (ANGSTROEM)
H (0.0509, 4.6476, -0.7376)
C (0.6820, 2.7648, -1.6251)
H (0.5929, 0.3118, 3.8279)
H (2.3477, 0.5618, 1.5235)
C (-1.3599, 3.2300, -0.0381)
H (-2.0903, 1.6952, -1.1722)
H (-3.7856, 1.9894, 0.4193)
C (-0.0020, -0.4185, -5.8302)
O (0.7500, 0.7202, -7.6753)
H (5.3064, 0.9129, -1.6740)
H (-0.1194, 0.6293, -4.0031)
H (1.9345, -2.1757, -2.0821)
C (-2.8983, 1.4104, 0.6792)
Ir (-0.3173, 0.3558, -0.1026)
H (-3.9008, -0.4312, 1.1818)
H (2.0019, 1.8695, 2.6717)
H (-1.2629, -1.1749, 4.0476)
C (1.7445, 2.4108, 0.5975)
N (0.6092, 0.7634, -6.4839)
N (-1.8670, -0.8485, 0.6752)
N (1.1527, 1.7701, -0.6163)
C (4.8309, 0.9492, -0.6935)
H (-2.6296, 1.6606, 1.7061)
H (1.1889, 3.3143, 0.8420)
H (0.3600, -2.7835, 0.7333)
H (-1.9040, 0.2541, 3.3032)
C (0.1903, -0.1269, 2.9135)
C (-1.1222, -1.3396, -2.4131)
N (-1.7618, 1.8061, -0.2072)
H (1.5477, 3.3352, -1.9662)
O (3.4779, 0.4563, -0.7812)
C (-0.8356, -1.4171, -3.8393)
H (-0.9493, 3.3320, 0.9670)
O (-0.9459, -0.0652, -1.8613)
C (3.4245, -0.8832, -1.2333)
C (-0.2444, -1.5753, -6.5512)
C (2.0006, -1.2060, -1.5850)
H (-1.5020, -3.4577, -4.0220)
C (-1.7439, -1.4982, 2.0165)
H (0.8379, -0.9593, 2.6329)
H (-0.2832, 1.6880, 2.1446)
H (4.0203, -1.0189, -2.1437)
O (0.7574, 1.7492, -5.7792)
C (-0.3029, -0.3122, -4.4950)
H (-1.8930, -1.6047, -0.0272)
H (-3.4940, -0.2668, -0.5227)
H (1.5879, -0.4561, -2.2575)
C (-1.2365, -0.5943, 3.1237)
H (-2.7250, -1.9018, 2.2683)
C (1.7000, 1.4157, 1.7268)
H (5.4023, 0.3536, 0.0190)
C (-3.1392, -0.0710, 0.4912)
H (0.3258, 2.1934, -2.4809)
H (-0.0057, -1.6095, -7.6060)
H (-0.9896, -3.5821, -6.4406)
C (-1.0809, -2.6051, -4.5384)
C (-0.4002, 3.7312, -1.1198)
N (0.2950, 0.9058, 1.8352)
H (-1.0712, -2.3499, 1.9052)
C (1.3310, -2.3947, 0.4370)
H (3.8240, -1.5655, -0.4751)
O (-1.5164, -2.2085, -1.6767)
H (1.9551, 1.2573, -1.0187)
O (1.1117, -1.2465, -0.4216)
H (4.7825, 1.9800, -0.3533)
H (-0.9736, 4.0422, -1.9947)
H (1.8492, -3.1662, -0.1281)
H (1.9325, -2.1144, 1.3004)
H (2.7700, 2.7066, 0.3773)
C (-0.7918, -2.6726, -5.8909)
H (-2.2693, 3.8334, -0.0580)